{
  "formula": "C36H72O12",
  "method": "ωB97M-V/def2-TZVPD",
  "homo_ev": -8.697,
  "de_lowest_kj_mol": 117.0,
  "multiplicity": 1,
  "smiles": "CC(C)=O.CC(C)=O.CC(C)=O.CC(C)=O.CC(C)=O.CC(C)=O.CC(C)=O.CC(C)=O.CC(C)=O.CC(C)=O.CC(C)=O.CC(C)=O",
  "total_charge": 0,
  "total_energy_ha": -2317.71385,
  "e_lumo_ev": 0.546,
  "mol_weight_g_mol": 697.0,
  "elements": ["C", "C", "C", "O", "H", "H", "H", "H", "H", "H", "C", "C", "C", "O", "H", "H", "H", "H", "H", "H", "C", "C", "C", "O", "H", "H", "H", "H", "H", "H", "C", "C", "C", "O", "H", "H", "H", "H", "H", "H", "C", "C", "C", "O", "H", "H", "H", "H", "H", "H", "C", "C", "C", "O", "H", "H", "H", "H", "H", "H", "C", "C", "C", "O", "H", "H", "H", "H", "H", "H", "C", "C", "C", "O", "H", "H", "H", "H", "H", "H", "C", "C", "C", "O", "H", "H", "H", "H", "H", "H", "C", "C", "C", "O", "H", "H", "H", "H", "H", "H", "C", "C", "C", "O", "H", "H", "H", "H", "H", "H", "C", "C", "C", "O", "H", "H", "H", "H", "H", "H"],
  "positions_angstrom": [[-2.83231, 3.54982, -3.07812], [-1.39257, 3.05699, -3.31096], [-0.35835, 3.75275, -2.51895], [-1.13365, 2.05656, -3.92944], [-3.17665, 3.86831, -4.07454], [-2.85620, 4.43036, -2.48787], [-3.43324, 2.78696, -2.61919], [0.66727, 3.65860, -2.82319], [-0.36818, 3.26754, -1.50283], [-0.55186, 4.80690, -2.50027], [1.02769, 4.62336, 2.06069], [0.43663, 4.70326, 3.43812], [1.11523, 3.83714, 4.50640], [-0.52132, 5.43552, 3.76335], [0.18617, 4.58978, 1.40289], [1.50019, 3.66193, 1.91562], [1.65523, 5.48112, 1.81161], [0.84973, 2.76134, 4.45491], [0.71263, 4.14044, 5.49052], [2.18581, 3.99662, 4.53113], [4.79232, -2.66116, -2.77432], [4.68667, -1.84579, -1.54741], [5.77578, -0.91175, -1.24619], [3.62895, -1.88351, -0.89480], [5.70710, -3.27959, -2.76345], [5.05800, -1.99181, -3.62632], [3.96304, -3.27472, -3.05279], [5.82065, -0.07101, -1.94387], [6.75652, -1.32468, -1.30187], [5.66259, -0.47513, -0.24658], [-2.90032, -4.62565, 1.59228], [-1.55272, -3.95677, 1.77852], [-0.59454, -4.52952, 2.81432], [-1.26730, -3.00405, 1.12022], [-3.09073, -5.34680, 2.36770], [-3.00479, -5.15199, 0.62666], [-3.64621, -3.81168, 1.57927], [-0.14784, -5.38965, 2.30221], [-1.03438, -4.95113, 3.69422], [0.21928, -3.83035, 3.05378], [3.78077, 0.16588, 3.78147], [2.90517, -0.93399, 4.33276], [3.53416, -1.71553, 5.48162], [1.81047, -1.25503, 3.90773], [4.69020, -0.21960, 3.37755], [4.02025, 0.90925, 4.56262], [3.26372, 0.69438, 2.97861], [2.91085, -2.55336, 5.79526], [3.67562, -1.08936, 6.35660], [4.49952, -1.96741, 5.04855], [3.42913, 4.31730, -1.21497], [3.94766, 3.44237, -0.06413], [3.63967, 1.95307, -0.24105], [4.51377, 3.92354, 0.89151], [2.64939, 3.82442, -1.76786], [4.23262, 4.39913, -1.91895], [3.00646, 5.27238, -0.92122], [4.48048, 1.36546, 0.19344], [3.59399, 1.60538, -1.27993], [2.66720, 1.73510, 0.21616], [-4.09783, -0.05329, -3.58517], [-3.71127, -1.51749, -3.32358], [-4.78746, -2.49480, -3.50148], [-2.58338, -1.85163, -2.99696], [-4.41156, 0.41103, -2.63192], [-4.93951, 0.11701, -4.29135], [-3.23087, 0.45025, -4.06973], [-4.75454, -3.39418, -2.86509], [-4.68142, -2.78050, -4.55079], [-5.72456, -1.97888, -3.42750], [1.33554, -1.94410, -5.52064], [2.07106, -1.19864, -4.44225], [1.23820, -0.86945, -3.23567], [3.21821, -0.79066, -4.60900], [1.28160, -3.03462, -5.39081], [1.87618, -1.74276, -6.49795], [0.31482, -1.53519, -5.52626], [0.57293, -1.71671, -2.93911], [0.59073, -0.03313, -3.46496], [1.82636, -0.53598, -2.39433], [-4.60254, -0.04209, 1.97562], [-5.05326, 0.57018, 0.68025], [-6.39409, 0.03375, 0.14359], [-4.43077, 1.47626, 0.06689], [-4.40318, -1.09849, 1.77506], [-5.43247, -0.00480, 2.69458], [-3.71620, 0.40982, 2.41303], [-6.22705, -0.85393, -0.47096], [-6.88559, 0.79132, -0.42959], [-7.07267, -0.26441, 0.93831], [0.60292, -4.00147, -1.56864], [0.91938, -5.14076, -0.61069], [2.37912, -5.40003, -0.29168], [0.06479, -5.82786, -0.12403], [1.22980, -3.89745, -2.41709], [0.49891, -3.02644, -1.02500], [-0.40036, -4.19231, -1.96022], [2.93768, -5.61122, -1.20467], [2.43412, -6.28344, 0.34224], [2.84043, -4.52667, 0.19645], [-2.94497, 4.01942, 1.64394], [-2.76266, 3.18903, 2.91081], [-3.51459, 3.48263, 4.14613], [-1.93981, 2.31001, 2.93685], [-3.95857, 3.95065, 1.23121], [-2.17320, 3.58706, 1.00885], [-2.72867, 5.07146, 1.89003], [-3.03571, 4.31961, 4.65869], [-3.47075, 2.57715, 4.73562], [-4.54091, 3.80745, 3.95205], [-1.06071, -0.08846, -0.26338], [0.18831, 0.30701, 0.49348], [1.15283, -0.79780, 0.84597], [0.33490, 1.44993, 0.81028], [-1.64163, -0.59345, 0.49889], [-0.86887, -0.73626, -1.16961], [-1.55380, 0.78745, -0.60565], [1.36840, -1.38293, -0.04404], [0.60877, -1.41646, 1.53514], [2.05409, -0.48172, 1.34861]],
  "atomic_forces_ev_per_a": [[1.048, 0.048, -1.617], [-0.531, -0.574, 0.989], [0.647, -0.014, 1.186], [-0.266, -0.289, -0.721], [-0.385, -0.465, 0.263], [0.080, 0.723, 0.790], [-0.333, -0.420, -0.085], [0.329, -0.515, -0.731], [-0.323, 0.776, -0.570], [-0.275, 0.607, 0.609], [-0.661, -0.167, 0.144], [-1.166, 0.927, 1.790], [-1.255, 0.171, 0.961], [2.063, -1.601, -1.178], [-0.596, 0.330, -0.733], [0.586, -0.031, 0.086], [0.077, -0.171, 0.164], [0.337, 0.516, -0.596], [0.187, 0.082, -0.432], [0.290, -0.203, -0.291], [2.305, 0.165, -1.450], [-3.283, -0.487, 0.388], [0.449, 1.458, 1.030], [1.995, 0.194, -0.564], [-0.286, -0.089, 0.381], [-0.558, -0.212, 0.501], [-0.679, -0.140, 0.222], [-0.403, -0.117, -0.195], [0.720, -0.745, -0.103], [-0.121, -0.214, -0.214], [-0.262, 0.234, -0.511], [-0.256, -1.100, 0.996], [0.646, 0.020, -1.031], [0.436, 1.119, -0.749], [-0.288, -0.172, 0.387], [0.434, 0.329, 0.300], [0.154, -0.447, 0.173], [0.108, -0.001, -0.033], [-0.559, 0.075, 0.556], [-0.416, -0.088, -0.062], [-1.211, 0.976, -0.002], [-0.739, -0.832, 0.659], [-0.353, 0.473, -0.540], [0.818, 0.643, 0.002], [0.753, -0.406, -0.118], [-0.006, -0.431, -0.200], [-0.048, -0.040, 0.060], [0.241, -0.094, -0.380], [0.253, 0.286, 0.023], [0.280, -0.578, 0.575], [-0.379, -0.497, 0.575], [-0.815, 0.295, -0.618], [1.311, -0.278, 0.269], [-0.151, -0.524, -0.322], [-0.389, -0.525, -0.094], [0.638, 0.481, -0.385], [0.526, 0.242, 0.271], [-0.884, 0.344, 0.227], [-0.156, 0.510, -0.007], [0.219, -0.042, 0.158], [0.457, 0.281, -0.819], [1.264, 0.737, 0.633], [-0.526, -0.910, -0.277], [-0.757, 0.524, -0.305], [0.470, -0.072, -0.291], [0.301, -0.632, 0.451], [-0.403, -0.079, 0.884], [0.229, 0.488, -0.270], [-0.196, -0.316, -0.083], [-0.721, -0.019, 0.143], [0.513, 0.337, -1.423], [0.903, 0.551, -0.096], [-0.287, -0.629, 0.480], [-1.247, -0.482, 0.375], [0.041, 0.334, 0.286], [-0.814, -0.264, 1.078], [0.184, -0.310, -0.281], [0.523, 0.666, -0.302], [-0.379, 0.232, -0.403], [0.410, -0.180, 0.252], [-0.049, -0.030, 0.021], [0.797, 2.279, -1.577], [0.722, -0.074, 0.410], [-1.722, -2.667, 1.714], [0.008, -0.063, 0.087], [0.176, -0.032, -0.150], [0.065, 0.137, -0.222], [0.108, 0.072, -0.073], [-0.130, 0.431, -0.549], [0.111, -0.059, 0.236], [-1.851, 0.264, 1.079], [1.235, 0.744, -0.608], [-0.043, 0.023, 0.150], [-0.798, -0.332, 0.267], [1.110, 0.054, -0.467], [0.410, -0.890, -0.305], [-0.037, 0.015, 0.085], [-0.001, 0.172, -0.097], [0.067, 0.115, 0.135], [-0.170, -0.221, -0.204], [0.311, -0.124, 0.815], [0.052, 0.571, -0.721], [-0.787, 0.514, 0.235], [0.497, -0.645, -0.158], [0.304, -0.132, 0.028], [-0.287, 0.330, -0.548], [-0.020, -0.275, -0.143], [0.172, -0.096, 0.078], [-0.158, 0.037, 0.439], [0.006, -0.175, 0.007], [1.042, -1.024, -0.639], [-0.023, -1.156, -0.916], [-0.496, 0.329, -0.271], [0.686, 1.741, 0.522], [-0.501, -0.432, -0.260], [-0.226, 0.329, 1.249], [-0.552, 0.831, -0.096], [0.160, -0.059, 0.032], [-0.216, -0.607, 0.307], [0.168, 0.327, -0.129]]
}